Record 1
{
  "formula": "C2H3NO2S",
  "method": "ωB97M-V/def2-TZVPD",
  "homo_ev": -10.7,
  "total_energy_ha": -681.2168,
  "homo_lumo_gap_ev": 10.6,
  "smiles": "O=[N+]([O-])S.C#C",
  "elements": ["S", "O", "O", "N", "C", "C", "H", "H", "H"],
  "positions_angstrom": [[1.341, 0.858, 1.190], [1.121, -1.436, 2.304], [-0.714, -0.386, 1.995], [0.466, -0.526, 1.884], [-1.482, -0.053, -1.807], [-0.892, 0.654, -2.581], [-0.482, 1.404, -3.169], [2.644, 0.142, 1.378], [-2.001, -0.655, -1.193]]
}

Record 2
{
  "formula": "C2H3NO2S",
  "method": "ωB97M-V/def2-TZVPD",
  "homo_ev": -9.0,
  "total_energy_ha": -681.3053,
  "homo_lumo_gap_ev": 7.6,
  "elements": ["S", "O", "O", "N", "C", "C", "H", "H", "H"],
  "positions_angstrom": [[1.080, 1.090, -1.200], [0.007, -1.021, -2.352], [-0.827, 0.101, 0.828], [-0.523, -0.794, -0.182], [0.159, -0.328, -1.384], [0.224, 0.638, 1.381], [1.173, 0.130, 1.375], [0.048, 1.534, 1.946], [-1.341, -1.350, -0.413]]
}

Record 3
{
  "formula": "C2H3NO2S",
  "method": "ωB97M-V/def2-TZVPD",
  "homo_ev": -9.4,
  "total_energy_ha": -681.2923,
  "homo_lumo_gap_ev": 8.2,
  "smiles": "[O-][NH+]=S.C=C=O",
  "elements": ["S", "O", "O", "N", "C", "C", "H", "H", "H"],
  "positions_angstrom": [[-1.987, -0.810, 2.429], [0.559, -0.335, 2.158], [-1.299, -0.145, -2.198], [-0.562, 0.041, 2.385], [1.090, 0.004, -1.842], [-0.175, -0.095, -1.950], [1.680, -0.617, -1.208], [-0.819, 1.063, 2.587], [1.513, 0.894, -2.362]]
}

Record 4
{
  "formula": "C2H3NO2S",
  "method": "ωB97M-V/def2-TZVPD",
  "homo_ev": -9.8,
  "total_energy_ha": -681.3605,
  "homo_lumo_gap_ev": 9.6,
  "smiles": "O=CN(S)C=O",
  "elements": ["S", "O", "O", "N", "C", "C", "H", "H", "H"],
  "positions_angstrom": [[0.171, 2.056, -0.143], [-2.189, -0.023, -0.388], [2.473, 0.057, -0.242], [0.106, 0.233, 0.053], [1.381, -0.463, -0.183], [-1.079, -0.401, -0.013], [-1.163, 1.774, 0.537], [-1.001, -1.587, 0.432], [1.299, -1.646, -0.053]]
}

Relative energy (zero: lowest compared OMol25 entry of this formula, charge and spin), respectively: 6.5981; 4.1902; 4.5455; 2.6877 eV.